Entry 1:
The following is a DFT calculation (ωB97M-V/def2-TZVPD) of a structure of composition C36H53CoP.

Element x y z (Å)
Co (-0.297827, 0.440277, 0.656039)
C (-1.141319, 3.118921, 3.038075)
C (-0.910563, 1.665700, 2.781350)
C (-1.952235, 0.793155, 2.478350)
C (-1.722814, -0.574974, 2.312038)
C (-0.447775, -1.120237, 2.460124)
C (0.611779, -0.249839, 2.698763)
C (0.383569, 1.120057, 2.810006)
H (-0.327152, 3.723691, 2.640822)
H (-1.183528, 3.291829, 4.115942)
H (-2.083137, 3.459113, 2.611270)
H (-2.960539, 1.175504, 2.401375)
H (-2.556636, -1.226064, 2.109086)
H (-0.280025, -2.183174, 2.363668)
H (1.632977, -0.609263, 2.700698)
H (1.226445, 1.786456, 2.924014)
C (4.898299, 3.413556, 1.117320)
C (3.784170, 2.751360, 1.935886)
C (4.372513, 1.757197, 2.933414)
C (2.772995, 2.150139, 0.984104)
C (1.763462, 2.955547, 0.454252)
C (0.892542, 2.517598, -0.533381)
C (0.056620, 3.546744, -1.266475)
C (0.971541, 4.377396, -2.176482)
C (-0.708467, 4.482626, -0.330700)
C (0.970896, 1.147654, -0.968356)
C (1.996091, 0.310869, -0.411701)
C (2.851192, 0.832265, 0.559201)
C (2.316015, -1.052559, -0.990320)
C (2.463386, -2.129253, 0.082458)
C (3.600499, -0.960656, -1.821651)
C (0.417790, 0.801887, -2.320302)
C (1.200217, 1.148540, -3.419703)
C (0.763876, 0.898531, -4.706708)
C (-0.473208, 0.301450, -4.911720)
C (-1.253119, -0.055037, -3.828489)
C (-0.817860, 0.184045, -2.518561)
P (-1.714763, -0.362868, -1.039132)
C (-3.372995, 0.526476, -0.993569)
C (-4.045767, 0.584227, -2.374691)
C (-3.122611, 1.977856, -0.577336)
C (-4.346410, -0.125135, -0.002860)
C (-1.930842, -2.224060, -1.232413)
C (-2.372670, -2.918705, 0.060480)
C (-2.953916, -2.589420, -2.322679)
C (-0.573167, -2.811104, -1.636754)
H (5.608070, 3.907585, 1.778862)
H (4.503587, 4.157013, 0.424918)
H (5.442053, 2.664860, 0.538960)
H (3.265550, 3.541358, 2.491280)
H (5.032456, 1.039694, 2.443787)
H (3.607190, 1.200410, 3.477963)
H (4.974218, 2.285519, 3.670949)
H (1.725422, 3.994513, 0.757978)
H (-0.650512, 3.020092, -1.910837)
H (1.668302, 4.968021, -1.581849)
H (0.372964, 5.066688, -2.770567)
H (1.548825, 3.760877, -2.861635)
H (-0.035414, 5.173379, 0.176108)
H (-1.278746, 3.945269, 0.427839)
H (-1.406614, 5.088777, -0.906203)
H (3.640667, 0.200056, 0.942966)
H (1.505318, -1.332666, -1.665856)
H (3.360901, -1.979432, 0.684279)
H (2.552547, -3.111350, -0.381358)
H (1.605466, -2.159526, 0.757872)
H (4.448116, -0.674295, -1.198603)
H (3.511845, -0.235123, -2.627762)
H (3.824491, -1.929514, -2.265610)
H (2.162423, 1.616884, -3.260943)
H (1.382895, 1.170941, -5.549479)
H (-0.828116, 0.111218, -5.914154)
H (-2.209364, -0.511527, -4.016203)
H (-3.467493, 1.175716, -3.081320)
H (-5.009738, 1.079669, -2.247381)
H (-4.241955, -0.394015, -2.805063)
H (-2.476129, 2.488800, -1.285127)
H (-2.691979, 2.067597, 0.418836)
H (-4.078133, 2.504134, -0.569656)
H (-4.713531, -1.089265, -0.343019)
H (-5.210582, 0.533084, 0.094995)
H (-3.922868, -0.252008, 0.991256)
H (-3.307809, -2.537256, 0.465472)
H (-1.595027, -2.882437, 0.821942)
H (-2.533859, -3.970242, -0.176054)
H (-3.972957, -2.311978, -2.066583)
H (-2.936109, -3.676438, -2.420922)
H (-2.711764, -2.187139, -3.301083)
H (0.189648, -2.621491, -0.880711)
H (-0.219996, -2.441197, -2.598561)
H (-0.687201, -3.892509, -1.715607)

Atomic forces in eV per Å
-0.82 -0.47 0.24
0.00 0.03 0.05
0.07 0.02 -0.20
-0.05 0.24 0.06
0.03 -0.18 -0.05
0.18 0.02 -0.13
0.38 -0.06 -0.30
0.17 0.28 -0.07
0.00 0.00 0.01
0.00 -0.02 0.00
-0.01 0.01 0.01
-0.03 0.00 0.00
-0.03 -0.07 -0.02
-0.01 0.00 0.03
-0.05 -0.08 0.20
0.00 -0.02 0.18
0.03 0.03 -0.05
-0.10 0.00 0.03
0.01 -0.02 -0.01
0.01 0.04 0.05
0.02 -0.03 -0.09
0.08 -0.03 0.09
-0.05 -0.03 -0.02
-0.01 0.03 -0.04
-0.08 -0.07 -0.01
0.21 0.06 0.12
0.07 0.06 0.05
-0.08 -0.06 -0.07
-0.07 0.04 -0.08
0.01 -0.05 0.04
0.02 -0.02 -0.02
-0.14 -0.04 0.03
0.00 -0.01 0.02
-0.05 -0.03 -0.04
0.06 0.03 0.02
0.00 0.05 0.06
0.05 0.04 -0.06
0.08 0.22 0.06
-0.09 -0.01 -0.09
0.02 -0.04 0.00
0.02 -0.03 0.05
0.07 0.05 0.00
-0.03 -0.10 -0.12
0.08 0.07 0.03
0.01 -0.04 0.04
-0.01 0.00 0.13
0.01 0.01 0.02
-0.01 0.02 -0.01
0.00 -0.02 -0.02
0.02 -0.03 0.01
0.00 -0.01 -0.02
-0.05 -0.01 0.01
0.01 0.02 0.00
-0.02 0.05 0.03
0.03 0.01 0.05
0.04 0.01 0.03
-0.02 0.02 -0.01
0.00 -0.02 -0.02
0.03 0.03 0.04
0.01 -0.02 -0.07
-0.01 0.03 -0.02
0.02 -0.02 0.01
0.14 0.08 0.07
0.00 0.01 0.01
0.03 -0.01 -0.01
-0.02 -0.01 -0.01
0.03 0.01 0.02
-0.01 0.03 -0.03
0.00 -0.03 -0.01
0.03 0.02 0.02
0.02 0.01 -0.04
-0.01 -0.01 -0.04
-0.04 0.01 -0.01
0.01 0.02 -0.01
-0.02 0.02 0.01
0.00 0.02 0.00
0.05 0.03 -0.05
0.04 0.01 -0.02
-0.03 0.02 -0.01
0.00 -0.06 -0.06
-0.04 0.00 0.00
-0.06 0.02 -0.02
0.01 0.01 -0.01
-0.03 0.01 0.01
0.00 -0.05 0.02
-0.02 0.02 0.07
0.00 -0.01 0.01
0.03 -0.02 0.01
-0.12 -0.04 -0.01
-0.03 0.02 -0.02
0.00 -0.05 -0.03

Properties
<S²>: 0.95
maximum force: 0.976 eV Å⁻¹
E_tot: -3127.19392 a.u.
multiplicity: 2
total charge: +2

Löwdin atomic charge list, values in e, 2 entries:
1. Co 0.515
2. C -0.002

=====

Entry 2:
The following is a DFT calculation (ωB97M-V/def2-TZVPD) of a structure of composition C6H12OPYb in a non-equilibrium geometry.

Element x y z (Å)
C (0.664333, -0.331347, -1.829426)
C (-0.514719, 0.010885, -2.553118)
C (-0.717413, 1.402440, -2.363189)
C (0.251319, 1.928583, -1.475640)
C (1.082204, 0.945676, -1.050798)
Yb (-1.073879, 0.386243, -0.375768)
P (-0.073744, -2.085964, 0.308294)
H (1.163969, -1.246919, -1.995626)
H (-1.293997, -0.545618, -3.081252)
H (-1.478780, 2.026975, -2.707662)
H (1.895666, 1.173656, -0.334702)
H (0.442178, 2.972467, -1.296865)
H (1.167605, -1.970692, 0.976213)
H (0.037266, -3.212023, -0.518681)
H (-0.780167, -2.581693, 1.462816)
C (0.092813, 0.244544, 2.925387)
O (-0.019789, 0.837579, 1.617476)
H (1.013540, -0.375219, 2.988891)
H (-0.766212, -0.409170, 3.101488)
H (0.054402, 1.065898, 3.690784)
H (0.711104, 1.460598, 1.532277)

Atomic forces in eV per Å
0.31 2.71 0.30
0.90 1.43 -1.16
1.39 0.62 -0.62
-0.05 1.57 -2.05
2.01 -3.05 -1.69
-4.40 -1.46 4.62
-1.04 0.16 1.15
0.66 -0.74 0.46
0.88 -0.39 0.03
-1.30 0.51 -0.85
-0.25 -0.84 -0.82
-0.41 0.23 0.33
0.33 -0.35 -0.21
0.20 -0.26 0.28
0.47 -0.36 -0.62
0.04 0.31 0.73
0.42 0.05 0.97
-0.47 0.56 0.10
0.06 0.20 -0.27
0.26 -0.90 -0.57
-0.02 0.01 -0.12

Properties
<S²>: 0.75
maximum force: 6.543 eV Å⁻¹
E_tot: -1810.89789 a.u.
multiplicity: 2

natural (NBO) atomic charge list, values in e, 2 entries:
1. C -0.385
2. C -0.392